Entry 1:
An isolated ion of composition C7H13N2S and charge +1, computed with ωB97M-V with the def2-TZVPD basis set.

The geometry in XYZ format:
```
23
Properties=species:S:1:pos:R:3:forces:R:3
C -2.471 -0.678 0.362 1.0 -0.4 -1.6
C -1.619 0.176 -0.537 1.3 -0.1 -1.3
C -1.091 1.552 0.089 2.7 -3.2 0.6
C 0.397 1.101 -0.401 -1.8 0.0 -1.6
N 1.538 0.959 0.569 1.0 2.0 -3.2
C 2.639 -0.210 0.116 -0.9 2.1 1.3
S 4.162 0.215 -0.011 0.2 0.1 -0.2
N 1.947 -1.322 0.110 1.6 -2.5 -2.6
C 0.488 -1.380 0.055 0.2 3.0 5.0
C -0.094 -0.303 -0.798 -0.7 0.6 -0.9
H -1.997 -0.750 1.284 0.5 0.2 2.0
H -2.690 -1.690 0.106 0.3 -0.9 -1.0
H -3.407 -0.258 0.388 -2.2 1.3 0.8
H -2.065 0.473 -1.582 0.6 -0.9 2.1
H -1.640 2.235 -0.465 0.0 2.3 -0.6
H -0.933 1.769 1.156 -1.4 -0.3 -0.1
H 0.609 1.750 -1.247 1.0 -0.3 0.1
H 1.129 0.742 1.421 -0.6 -0.5 2.5
H 1.977 1.909 0.591 0.2 -1.3 0.5
H 2.529 -2.092 -0.360 -1.4 1.2 1.2
H 0.247 -1.228 1.219 -0.3 -0.6 -2.4
H 0.145 -2.280 -0.266 -0.6 -2.8 -0.6
H 0.201 -0.692 -1.798 -0.6 1.0 0.1
```
Forces are in eV/Å.

## Properties
* energy: -21276.1492 eV
* lowest unoccupied orbital energy: -3.5 eV
* HOMO: -13.465 eV
* energy above the lowest of the compared OMol25 structures with the same formula, charge and spin: 3.4986 eV
* SMILES: C[C@H]1C[C@H]2[NH2+]C(=S)NC[C@@H]12
* charge: +1

***

Entry 2:
C7H13N2S as an isolated structure, computed with ωB97M-V with the def2-TZVPD basis set.

The geometry in XYZ format:
```
23
Properties=species:S:1:pos:R:3:forces:R:3
C -0.379 0.282 1.375 -3.9 0.0 -4.1
C 1.717 0.547 -0.292 1.8 0.7 -0.4
C 1.273 -0.754 -0.924 -0.4 -0.6 -0.1
C -1.206 0.041 -1.783 0.7 4.2 -0.6
C 2.017 0.446 1.215 2.2 1.1 -0.1
C -2.329 -0.894 -1.557 -0.3 -1.2 0.1
C -0.206 -0.758 -1.017 0.0 -1.4 0.4
N 0.735 0.298 1.902 4.5 -0.8 2.4
N -1.425 0.752 2.067 -0.7 -1.2 2.0
S -1.151 -2.166 -0.970 -0.1 -0.1 0.0
H 2.607 0.846 -0.854 0.3 0.1 0.6
H 1.033 1.393 -0.481 0.0 -0.6 0.2
H 1.608 -0.919 -1.975 0.0 0.5 0.5
H 1.690 -1.648 -0.386 -0.7 0.7 -0.2
H -0.929 0.359 -2.854 -0.2 -1.1 1.4
H -1.418 1.057 -1.288 0.4 -1.3 -0.7
H 2.988 -0.243 1.500 -3.0 1.0 -0.6
H 2.348 1.474 1.584 -0.1 -1.2 -0.7
H -2.876 -0.599 -0.718 -0.8 0.5 1.6
H -3.099 -1.148 -2.244 0.1 -0.4 -1.3
H 0.786 0.509 2.873 0.3 0.3 1.2
H -2.331 0.508 1.714 -0.3 0.1 -0.3
H -1.454 0.617 3.114 0.3 0.6 -1.2
```
Forces are in eV/Å.

## Properties
* energy: -21275.5143 eV
* lowest unoccupied orbital energy: -4.4 eV
* HOMO: -12.386 eV
* energy above the lowest of the compared OMol25 structures with the same formula, charge and spin: 4.1334 eV
* charge: +1

***

Entry 3:
An isolated ion of composition C7H13N2S2 and charge +1, computed with ωB97M-V with the def2-TZVPD basis set.

The geometry in XYZ format:
```
24
Properties=species:S:1:pos:R:3:forces:R:3
C -2.185 -0.642 0.095 0.4 -0.2 1.2
C 0.715 -1.384 -0.184 -1.4 -0.3 1.3
C -1.488 0.803 0.068 -3.2 -0.2 -1.9
C -1.111 1.008 -1.398 -1.2 -1.2 0.4
C -2.658 1.755 0.485 -1.3 -2.4 -2.9
C 2.867 -2.269 0.106 0.5 -3.0 2.0
C 2.392 0.136 0.050 2.0 3.3 2.0
N -0.458 1.037 0.875 2.8 0.0 0.6
N 1.969 -1.201 -0.044 -2.4 0.1 -0.7
S -3.629 -1.190 0.376 0.8 0.2 -0.4
S -0.703 -2.105 0.050 0.7 0.4 -0.8
H -1.106 2.038 -1.652 0.6 1.0 0.0
H -1.927 0.594 -2.002 0.5 -0.3 -0.3
H -0.172 0.490 -1.501 0.3 0.1 -0.8
H -2.783 1.632 1.481 -0.9 -0.8 3.3
H -3.643 1.427 -0.061 2.0 1.4 0.8
H -2.269 2.716 0.451 0.1 2.1 -1.1
H 3.039 -2.782 -0.837 -0.1 -0.2 0.1
H 2.437 -2.995 0.947 1.1 1.3 -2.0
H 3.806 -1.858 0.444 0.2 -0.1 0.2
H 3.246 0.290 0.795 -1.1 -0.8 -0.8
H 1.570 0.730 0.473 0.3 -0.1 -0.6
H 2.777 0.591 -0.851 -0.2 -0.2 -0.6
H -0.688 1.181 1.835 -0.5 -0.3 1.0
```
Forces are in eV/Å.

## Properties
* energy: -32107.7246 eV
* lowest unoccupied orbital energy (alpha / beta): -5.3 / -5.7 eV
* HOMO (alpha / beta): -12.621 / -13.370 eV
* energy above the lowest of the compared OMol25 structures with the same formula, charge and spin: 6.9620 eV
* charge: +1

***

Entry 4:
A 2-piece molecular cluster, C7H13N3 overall, computed with ωB97M-V with the def2-TZVPD basis set.

The geometry in XYZ format:
```
23
Properties=species:S:1:pos:R:3:forces:R:3
C -1.814 1.452 0.136 -2.3 -2.6 -3.7
C -0.419 1.318 -0.746 -4.7 -1.3 -0.6
C 0.557 0.863 0.336 3.0 0.4 -1.2
C 0.364 -0.350 1.347 -0.1 0.8 -0.4
C 0.554 -1.622 0.264 -1.8 -0.9 3.7
C 1.846 -1.284 -0.475 2.9 -1.9 -2.1
C 1.864 0.441 -0.663 0.8 1.1 1.1
H -2.873 1.790 -0.473 3.3 -0.6 1.9
H -1.666 1.861 1.067 0.3 2.2 1.6
H -0.250 2.234 -1.522 0.1 -1.9 2.6
H -0.695 0.428 -1.505 0.8 1.7 1.6
H 0.733 1.694 1.053 0.5 0.1 -1.0
H -0.629 -0.248 2.057 2.8 -0.8 -2.1
H 1.271 -0.198 2.141 -1.7 -0.9 -2.2
H -0.484 -1.839 -0.424 3.2 0.7 2.1
H 0.727 -2.463 1.140 -0.5 1.2 -3.0
H 2.049 -2.212 -1.654 -1.0 3.3 3.1
H 2.821 -1.803 0.105 -2.6 2.2 -1.2
H 2.832 1.085 -0.372 -1.6 -2.3 0.2
H 1.770 1.008 -1.696 -0.5 -2.1 1.6
N -3.469 -1.445 -0.875 4.0 5.7 6.2
N -2.924 -0.696 -0.079 -0.9 -3.2 -2.7
N -2.167 -0.013 0.841 -3.7 -0.8 -5.5
```
Forces are in eV/Å.

## Properties
* energy: -11930.0315 eV
* lowest unoccupied orbital energy: 0.5 eV
* HOMO: -9.081 eV
* energy above the lowest of the compared OMol25 structures with the same formula, charge and spin: 9.8999 eV
* charge: 0

***

Entry 5:
One molecule with the formula C7H13N3O3, computed with ωB97M-V with the def2-TZVPD basis set.

The geometry in XYZ format:
```
26
Properties=species:S:1:pos:R:3:forces:R:3
C -4.500 2.390 -0.218 0.2 -0.9 -0.8
N -3.457 1.794 0.605 -0.7 0.2 1.1
C -2.402 1.160 0.083 1.2 -0.5 -1.3
O -2.204 1.043 -1.119 -0.5 0.2 0.0
C -1.418 0.518 1.036 0.5 0.0 0.4
N -0.237 -0.007 0.366 -0.9 0.2 -1.7
C 0.854 -0.422 1.010 0.4 0.4 1.0
O 0.935 -0.365 2.220 0.2 -0.1 0.8
C 2.010 -0.945 0.178 0.2 0.1 -0.5
N 3.338 -0.554 0.663 -0.6 -1.6 0.2
C 3.798 0.710 0.566 -0.5 1.4 -0.1
C 5.030 1.044 1.357 0.7 -0.6 -0.6
O 3.219 1.587 -0.061 -0.1 -0.6 -0.1
H -4.004 3.117 -0.858 -0.4 0.1 -0.3
H -5.012 1.606 -0.842 0.6 0.8 0.5
H -5.254 2.859 0.399 0.0 0.1 0.2
H -3.514 1.914 1.610 0.1 -0.2 -0.4
H -1.953 -0.304 1.501 -0.1 -0.1 0.5
H -1.102 1.252 1.783 -0.1 -0.3 0.1
H -0.268 -0.050 -0.651 -0.2 0.2 0.4
H 1.893 -2.033 0.101 0.4 0.2 0.3
H 1.856 -0.572 -0.826 0.3 0.2 -0.4
H 3.844 -1.211 1.263 -0.5 0.6 -0.4
H 5.882 0.442 0.999 -0.3 0.1 0.3
H 5.289 2.084 1.173 -0.2 0.0 0.3
H 4.849 0.809 2.400 0.1 0.2 0.2
```
Forces are in eV/Å.

## Properties
* energy: -18083.9759 eV
* lowest unoccupied orbital energy: 0.7 eV
* HOMO: -9.469 eV
* energy above the lowest of the compared OMol25 structures with the same formula, charge and spin: 0.0000 eV
* SMILES: CNC(=O)CNC(=O)CNC(C)=O
* charge: 0

***

Entry 6:
One molecule with the formula C7H13N3O4, computed with ωB97M-V with the def2-TZVPD basis set.

The geometry in XYZ format:
```
27
Properties=species:S:1:pos:R:3:forces:R:3
C -3.180 0.151 -1.368 2.3 -0.5 0.0
C -3.105 0.414 0.157 -3.2 1.5 -0.3
N -2.061 1.240 0.756 -0.7 -1.6 -0.5
N -0.829 0.763 0.498 4.6 2.1 0.5
C 0.122 1.706 0.551 0.1 -1.3 -1.2
N 1.619 1.736 0.465 -3.0 -2.3 -0.1
C 2.234 0.772 -0.112 -0.4 0.4 -0.8
O 3.540 1.001 -0.302 0.9 -0.9 -0.4
C 4.433 0.001 -0.840 1.0 -1.2 -0.2
O 1.732 -0.337 -0.830 0.4 1.4 1.3
C 0.741 -1.163 -0.305 1.5 -0.2 0.3
O 0.163 -1.871 -1.057 -0.9 -0.2 -0.1
O 0.830 -1.214 1.015 0.9 0.8 0.2
C -0.254 -1.802 1.734 0.0 1.8 -2.7
H -3.946 -0.666 -1.588 0.7 1.7 0.1
H -3.137 1.094 -1.992 -0.6 -1.3 0.5
H -2.180 -0.377 -1.503 -1.1 0.6 -0.6
H -4.155 0.843 0.482 2.1 -0.8 -0.2
H -2.992 -0.579 0.522 0.0 -0.6 1.0
H -2.041 2.215 0.633 -1.0 1.6 -0.3
H -0.171 2.749 0.465 -0.3 0.1 0.6
H 4.047 -0.518 -1.704 -0.6 0.4 -0.5
H 4.599 -0.856 -0.161 -0.1 0.8 0.4
H 5.468 0.372 -1.157 -1.8 0.3 0.9
H -0.625 -2.477 1.036 -1.4 -1.6 -0.5
H -0.925 -1.031 2.000 -1.0 0.8 -0.1
H 0.075 -2.167 2.606 1.7 -1.9 2.9
```
Forces are in eV/Å.

## Properties
* energy: -20126.3262 eV
* lowest unoccupied orbital energy: 0.8 eV
* HOMO: -8.244 eV
* energy above the lowest of the compared OMol25 structures with the same formula, charge and spin: 5.8141 eV
* SMILES: CCN/N=C/N=C(/OC)OC(=O)OC
* charge: 0

***

Among the records above, which one has the lowest energy above the lowest of the compared OMol25 structures with the same formula, charge and spin?
C7H13N3O3